DFT (ωB97M-V/def2-TZVPD) results for C15H40AsF6N5O5 as an isolated structure at a distorted geometry.

- F_max (eV Å⁻¹) = 5.27
- total charge = +4
- multiplicity = 1
- HOMO level (eV) = -18.78
- frontier orbital gap (eV) = 11.238
- energy above the lowest of the compared OMol25 structures with the same formula, charge and spin (eV) = 0.0000

```
72
Properties=species:S:1:pos:R:3:mulliken_charge:R:1
C -0.11341 -4.19704 3.54254 -0.868
C -1.30698 -5.11100 3.58729 0.647
O -1.50287 -6.00480 4.31830 -0.379
N -2.48717 -4.81554 2.61296 -0.052
H -2.85016 -3.87702 2.72479 0.184
H -2.16797 -4.75034 1.62941 0.404
C -3.58726 -5.84230 2.83608 -0.822
H 0.23906 -3.83535 4.51428 0.325
H -0.21681 -3.34234 2.92679 0.206
H 0.73547 -4.83889 3.17526 0.322
H -3.31036 -6.84147 2.48376 0.354
H -4.46973 -5.46654 2.34036 0.328
H -3.77102 -5.90345 3.88809 0.385
C 11.45572 1.10048 -2.97313 -1.120
C 10.23810 0.27357 -2.78709 0.683
O 9.34999 0.24154 -1.91429 -0.424
N 9.98309 -0.67784 -3.96748 -0.163
H 9.56740 -0.14908 -4.72837 0.366
H 10.86945 -1.05989 -4.29139 0.413
C 9.09318 -1.81481 -3.64681 -0.913
H 11.66574 1.71198 -2.06924 0.333
H 11.37733 1.86984 -3.74259 0.365
H 12.33449 0.50269 -3.24109 0.363
H 8.10487 -1.42934 -3.45547 0.336
H 9.53931 -2.39516 -2.88553 0.376
H 9.01023 -2.40412 -4.56230 0.385
C -6.53657 2.09206 0.89681 -1.006
C -5.48723 3.12685 0.63431 0.683
O -5.49045 4.29367 0.43680 -0.415
N -4.05916 2.47612 0.72108 -0.039
H -4.02100 1.42528 0.78655 0.313
H -3.55997 2.68751 -0.18283 0.382
C -3.41700 3.24554 1.87914 -1.023
H -7.55440 2.59759 0.94559 0.328
H -6.27799 1.65341 1.86223 0.330
H -6.66511 1.29596 0.14059 0.341
H -3.32417 4.25609 1.67013 0.452
H -2.43017 2.82007 1.93715 0.327
H -3.93600 3.00294 2.77097 0.415
C -3.05639 -1.03991 -7.83655 -0.999
C -2.47705 0.21713 -7.40358 0.598
O -2.61980 0.94100 -6.54651 -0.326
N -1.30581 0.77033 -8.40062 -0.210
H -0.59760 1.22187 -7.85583 0.345
H -0.84939 0.03095 -8.87471 0.330
C -1.96676 1.78631 -9.22788 -0.859
H -3.93531 -1.17485 -7.18191 0.323
H -2.31060 -1.83961 -7.86178 0.371
H -3.49971 -0.81956 -8.87939 0.344
H -2.47604 1.43825 -10.14150 0.331
H -1.16022 2.46696 -9.40200 0.378
H -2.71208 2.33089 -8.71091 0.375
C 0.04673 4.06812 5.55570 -1.119
C -0.35756 2.65606 5.56006 0.596
O -1.23656 2.20992 4.91836 -0.357
N 0.46120 1.60523 6.42727 -0.198
H -0.08705 0.76062 6.11212 0.376
H 1.43496 1.44969 6.10887 0.390
C 0.24100 1.91604 7.90030 -0.811
H -0.70196 4.66396 4.98671 0.287
H 1.04595 4.23712 5.17637 0.377
H 0.10531 4.48454 6.56120 0.395
H -0.83065 1.96987 8.09861 0.335
H 0.62369 2.89347 8.08052 0.377
H 0.78150 1.20233 8.48394 0.365
As -2.51514 -0.91806 1.91361 2.065
F -3.23045 -0.13131 0.60255 -0.607
F -1.08230 -1.27778 1.08264 -0.462
F -1.81887 -1.66842 3.32648 -0.553
F -3.95345 -0.53286 2.78469 -0.470
F -3.16181 -2.46030 1.40678 -0.581
F -1.81826 0.62512 2.42276 -0.524
```